Entry 1:
Here is a structure of composition C8H18I2NOP2STc from OMol25. Energies are from ωB97M-V/def2-TZVPD.

The spin multiplicity is 4. The total energy comes out at -59906.5126 eV. The value obtained for the energy above the lowest of the compared OMol25 structures with the same formula, charge and spin is 0.154 eV. Its expectation value of S² is 3.78. As for the total charge: +3. The molecular weight comes out at 590.061 Da.

```
34
Properties=species:S:1:pos:R:3:forces:R:3
I 2.95931 3.88467 -1.02586 0.20 -0.11 -0.02
I 2.74059 0.46275 -0.55546 0.44 0.36 -0.11
Tc 0.24371 0.27870 -0.07654 2.37 0.50 -0.69
P 0.41705 0.12868 2.20962 -0.63 0.34 3.83
C 1.73071 1.32570 2.66477 0.40 0.30 -0.89
C -0.96370 0.77725 3.20426 -0.13 -0.46 -0.08
H -0.64505 0.80502 4.25618 -0.15 -0.06 -0.24
H 0.80126 -1.31584 4.10036 0.02 -0.01 -0.39
H -1.85367 0.13968 3.10243 0.22 0.11 0.25
H 0.24228 -2.24295 2.64157 0.14 0.10 0.39
H 1.45552 2.32303 2.30153 -0.04 -0.07 0.25
H -1.22995 1.78285 2.88894 0.03 0.14 -0.06
C 0.89801 -1.43945 3.00958 -0.12 -0.23 -0.98
H 1.83085 1.34635 3.76176 -0.09 -0.13 -0.32
H 1.92513 -1.69531 2.71955 -0.16 0.05 0.22
H 2.66018 1.06278 2.14098 -0.20 -0.03 0.70
P -0.37120 -0.45093 -2.18263 -1.71 -0.71 -3.02
C 0.66019 0.52358 -3.33382 0.67 0.59 0.55
C -0.12306 -2.19037 -2.66865 0.26 -0.03 0.96
H -2.80316 -0.56078 -2.21857 0.07 -0.03 -0.26
H -2.09305 -0.26393 -3.83464 -0.05 -0.04 0.13
H -2.21517 1.04714 -2.65058 0.03 0.22 0.03
C -2.02830 -0.01538 -2.77009 -0.16 -0.30 0.23
H -0.57367 -2.84995 -1.91425 -0.05 0.00 -0.36
H -0.58608 -2.34890 -3.65432 0.11 0.11 0.30
H 0.38097 0.26857 -4.36697 0.03 -0.06 0.30
H 1.72284 0.36143 -3.10782 -0.43 -0.21 -0.57
H 0.94897 -2.41786 -2.69302 -0.17 0.04 -0.15
H 0.48199 1.59207 -3.16359 -0.12 -0.12 -0.19
C -0.13535 2.12952 -0.25692 -3.06 3.48 0.10
O -0.57302 3.21646 -0.32479 2.24 -3.85 0.12
S -2.04839 -0.28218 0.39999 0.28 0.53 -0.09
C -1.74136 -1.89738 0.56710 -0.53 -1.96 0.30
N -1.67530 -3.06516 0.69686 0.25 1.53 -0.21
```
Forces are in eV/Å.


Entry 2:
Here is a structure of composition C8H18MgO6S2 from OMol25. Energies are from ωB97M-V/def2-TZVPD.

The spin multiplicity is 1. The total energy comes out at -47976.2738 eV. The value obtained for the energy above the lowest of the compared OMol25 structures with the same formula, charge and spin is 12.040 eV. As for the total charge: 0. The molecular weight comes out at 298.665 Da.

```
35
Properties=species:S:1:pos:R:3:forces:R:3
Mg 26.96168 -27.68582 -6.01780 0.40 -0.05 0.79
C 28.36452 -28.17018 -3.16859 -2.27 -1.92 -3.77
O 28.56883 -29.03179 -4.04493 3.83 -6.49 -1.13
O 27.13872 -28.06039 -3.12950 -6.80 0.16 4.94
O 28.64085 -27.15732 -3.77580 4.83 8.41 -0.86
C 30.96226 -27.43894 -11.55801 -0.04 -0.55 0.26
S 30.98665 -26.84850 -9.85457 -0.39 1.11 0.62
O 29.71692 -27.31607 -9.21438 0.20 0.04 -0.41
C 32.21621 -27.94185 -9.17298 -0.06 -0.91 -0.01
H 31.91794 -27.32762 -12.07024 0.06 0.02 0.21
H 30.19228 -26.90243 -12.11243 0.01 0.06 0.25
H 30.68010 -28.48682 -11.45595 0.01 -0.11 -0.33
H 33.20730 -27.82714 -9.61196 -0.14 -0.09 -0.12
H 31.75794 -28.91928 -9.32371 0.41 -0.32 -0.35
H 32.27576 -27.88505 -8.08609 -0.12 0.73 -0.08
C 24.81694 -22.94024 -3.77069 -1.66 -0.33 0.39
S 23.99749 -23.53891 -5.38059 -0.33 0.20 1.79
O 24.85622 -24.57545 -5.96273 0.53 -0.59 -0.46
C 22.58442 -24.47061 -4.56026 0.68 0.34 0.82
H 23.99025 -22.51717 -3.19999 -0.28 0.60 -0.27
H 25.59078 -22.17490 -3.83017 -0.01 -0.34 -0.62
H 25.06639 -23.73546 -3.06819 0.60 -0.51 -0.68
H 21.93540 -23.80576 -3.99030 -0.13 0.35 -0.46
H 22.98554 -25.12191 -3.78373 0.42 -0.20 -0.23
H 22.01644 -25.08954 -5.25482 0.25 0.39 -0.30
C 24.86530 -33.27998 -1.51415 0.02 0.91 0.63
C 24.04450 -34.28963 -2.23649 1.06 -0.33 0.63
O 23.87814 -35.37039 -1.73882 -0.72 -0.83 0.15
C 23.71077 -33.97313 -3.63906 -0.43 0.02 -0.80
H 24.80897 -33.37243 -0.42954 -0.33 -0.10 -0.08
H 24.57224 -32.27673 -1.82351 0.27 0.15 0.10
H 25.91998 -33.44299 -1.73591 0.03 0.07 -0.40
H 23.63190 -34.90700 -4.19563 0.22 0.14 -0.13
H 24.48075 -33.29498 -4.00694 -0.04 -0.17 -0.38
H 22.75352 -33.46703 -3.76402 -0.07 0.15 0.27
```
Forces are in eV/Å.


Entry 3:
Here is a cluster of 2 separate species, C8H18N2O4S in total from OMol25. Energies are from ωB97M-V/def2-TZVPD.

The spin multiplicity is 1. The total energy comes out at -30590.8470 eV. The value obtained for the energy above the lowest of the compared OMol25 structures with the same formula, charge and spin is 2.811 eV. As for the total charge: 0. The molecular weight comes out at 238.309 Da. The SMILES is CC[N+](CC)(CC)[S@@](=O)([O-])=NC.O=C=O.

```
33
Properties=species:S:1:pos:R:3:forces:R:3
C -1.90546 -2.17264 -1.00063 4.72 -0.66 2.04
C -0.53447 -1.45966 -0.65179 -1.36 -0.53 1.57
N -0.68736 -0.17131 0.17987 1.26 -0.47 -2.92
C -1.62417 0.78019 -0.45586 3.25 2.68 0.63
C -1.39555 2.29078 -0.08678 0.15 0.10 -2.09
C -1.08447 -0.24031 1.52502 -0.81 -3.68 3.65
C -0.21202 -1.20242 2.50556 -1.05 1.49 0.97
S 1.30179 0.34794 -0.06229 0.40 1.06 -0.49
O 1.27759 1.51148 0.81228 0.38 -0.97 -0.46
O 1.89375 -0.89194 0.42179 -0.69 1.30 -0.52
N 1.40212 0.53749 -1.58623 0.23 -1.40 1.42
C 1.39212 1.84881 -2.16952 -4.15 0.44 3.08
H -2.46380 -1.61834 -1.63700 -1.87 1.56 -1.91
H -1.52312 -3.08711 -1.44989 -0.67 -0.26 -0.09
H -2.33102 -2.34382 -0.04560 -1.07 -0.54 0.60
H 0.03238 -1.19358 -1.52892 -0.10 0.19 -0.28
H 0.15552 -2.06387 -0.00680 -1.09 0.09 -0.81
H -1.44264 0.81602 -1.47904 0.13 -0.69 -1.98
H -2.57217 0.48262 -0.22844 -2.70 -0.82 0.44
H -1.64812 2.60410 0.89233 -0.14 0.11 1.04
H -0.38100 2.64429 -0.35944 -0.65 -0.58 0.71
H -1.99850 2.90287 -0.79676 -0.15 -0.59 0.52
H -1.20652 0.76365 1.88030 0.37 0.34 0.50
H -2.13086 -0.73146 1.62782 1.30 0.86 -0.50
H -0.34053 -2.25949 2.30278 -0.28 -0.06 -0.23
H 0.83807 -1.02453 2.56927 0.75 0.40 -0.74
H -0.46607 -1.02942 3.59948 -0.52 -0.14 -1.38
H 0.59185 2.04306 -2.86499 -0.04 -0.66 -1.00
H 1.04164 2.53205 -1.37316 0.98 0.39 -0.33
H 2.30276 2.10819 -2.49241 3.30 1.02 -1.47
O 4.67202 -1.38388 -0.37771 0.27 -1.23 -2.78
C 4.55139 -0.90616 0.64126 -0.03 0.93 2.36
O 4.49484 -0.43360 1.69550 -0.08 0.27 0.45
```
Forces are in eV/Å.


Entry 4:
Here is a cluster of 2 separate species, C8H18N2OPS in total from OMol25. Energies are from ωB97M-V/def2-TZVPD.

The spin multiplicity is 1. The total energy comes out at -33729.6230 eV. The value obtained for the energy above the lowest of the compared OMol25 structures with the same formula, charge and spin is 3.867 eV. As for the total charge: +1. The molecular weight comes out at 221.286 Da.

```
31
Properties=species:S:1:pos:R:3:forces:R:3
C -2.49310 -0.03071 0.32785 -1.28 -0.37 -0.96
C -4.57240 -0.20919 -0.66971 1.81 0.79 0.84
C -3.53924 -1.09543 -1.40133 -0.58 2.67 0.00
C 4.70848 -1.39598 0.76471 3.37 -1.17 2.98
C -4.30353 1.51784 1.18391 3.92 -0.18 -1.07
C 3.66882 -0.93457 -0.19913 -1.15 -1.90 1.45
C 3.91938 0.29506 -0.93037 0.14 1.86 -2.35
C 3.48464 1.64374 -0.29980 2.30 1.12 -0.67
N -3.74924 0.39048 0.38592 1.07 0.24 0.58
N -1.43078 0.27869 1.04150 1.24 -1.00 0.96
O -2.30591 -0.91502 -0.65122 -0.83 -0.03 -0.19
P 0.06847 -0.75998 0.95316 0.27 1.33 0.76
S 1.74593 1.79312 -0.14316 -1.06 -0.20 0.27
H -4.78100 0.64525 -1.24383 -1.20 0.76 -1.26
H -5.42813 -0.60451 -0.15839 -0.54 -0.78 -0.44
H -3.90485 -2.05196 -1.38856 -0.01 -2.73 0.13
H -3.41000 -0.75799 -2.43669 0.29 -0.12 0.40
H 4.28384 -2.02790 1.66011 0.74 1.24 -1.74
H 5.31469 -0.54460 1.22314 -1.18 -0.71 -0.23
H 5.64710 -2.02574 0.39052 -2.36 1.01 0.05
H -3.49392 1.66983 1.96073 -1.51 0.49 -0.61
H -4.45616 2.38020 0.50349 0.13 -0.35 0.67
H -5.18161 1.13500 1.55086 -2.16 -0.34 1.36
H 2.68855 -0.81610 0.37595 1.07 -0.28 -0.79
H 3.56528 -1.76463 -0.89834 -0.52 0.09 -0.20
H 3.17407 0.30381 -1.73134 0.34 -0.34 -0.53
H 4.92899 0.31856 -1.46063 -1.08 0.18 1.04
H 4.03772 1.99317 0.61646 -0.53 -0.48 -0.87
H 3.73329 2.39994 -1.16834 -0.48 -0.95 1.69
H -1.53206 0.57361 2.01237 -0.43 0.47 -0.56
H -0.38735 -1.40397 -0.16986 0.21 -0.33 -0.70
```
Forces are in eV/Å.


Entry 5:
Here is a cluster of 2 separate species, C8H18N3S in total from OMol25. Energies are from ωB97M-V/def2-TZVPD.

The spin multiplicity is 3. The total energy comes out at -23878.4902 eV. Its expectation value of S² is 2.01. As for the total charge: +1. The molecular weight comes out at 188.320 Da.

```
30
Properties=species:S:1:pos:R:3:forces:R:3
C 0.19255 0.70277 0.55637 3.60 0.38 3.01
C 1.82668 -1.10316 0.26262 1.61 1.42 3.23
C -4.05020 1.63787 -0.47431 0.55 2.58 -2.76
C 1.65831 0.47394 0.16956 2.81 0.18 -1.18
C -3.82008 0.64360 0.28309 1.02 -6.57 3.04
C 2.10366 0.86992 -1.29333 -4.69 3.66 0.28
C 2.63526 1.30026 1.11264 -1.19 0.63 0.58
C 0.24561 -2.15496 -1.36072 -0.04 0.30 -1.44
N -0.35517 -0.63023 0.65442 -0.28 0.99 0.99
N -4.05605 -0.08431 1.42860 -1.62 5.49 0.35
N 0.52721 -1.62022 0.03629 -4.35 -1.91 -0.68
S -2.54910 0.70769 -1.02988 -0.78 0.27 0.01
H 0.31954 1.19148 1.60031 -0.91 -1.05 -1.38
H -0.30775 1.42984 -0.02634 -0.68 0.30 -1.05
H 2.51928 -1.59453 -0.40328 0.38 0.20 -0.04
H 2.02684 -1.36246 1.36714 0.18 0.32 -1.70
H -1.27533 -0.41785 0.29207 -0.84 -1.83 -1.16
H -4.38263 2.51123 -0.89909 -1.26 1.93 -0.07
H 2.40065 2.00751 -1.31452 -0.15 -2.41 -0.11
H 1.10598 0.88918 -1.89889 1.65 -0.10 0.56
H 2.72981 0.21589 -1.80235 1.58 -0.92 -0.52
H 2.07790 2.31899 1.43959 1.34 -2.45 -0.63
H 3.51208 1.61695 0.51625 -0.25 -0.38 0.73
H 2.91760 0.68015 2.02084 -0.24 1.07 -0.92
H -0.73788 -2.55905 -1.54562 -0.89 0.62 0.88
H 0.43818 -1.46572 -2.20450 0.13 0.12 0.97
H 0.78727 -3.06540 -1.57284 1.08 -0.02 0.56
H -4.80119 0.33051 2.06654 1.25 -1.12 -0.84
H -3.97156 -1.03857 1.36651 0.16 -2.38 -0.07
H 0.28254 -2.43131 0.65283 0.85 0.67 -0.65
```
Forces are in eV/Å.


Entry 6:
Here is the ion C8H18N4O2P with charge +1 from OMol25. Energies are from ωB97M-V/def2-TZVPD.

The spin multiplicity is 1. The total energy comes out at -27922.9602 eV. The value obtained for the energy above the lowest of the compared OMol25 structures with the same formula, charge and spin is 0.154 eV. As for the total charge: +1. The molecular weight comes out at 233.232 Da.

```
33
Properties=species:S:1:pos:R:3:forces:R:3
C -0.14279 2.34045 -0.62878 2.13 -3.04 2.83
C -0.43021 1.02856 1.88372 0.10 0.00 -0.69
C -1.65051 1.53672 1.06052 0.05 -1.16 -0.25
C 0.67152 0.39776 0.99127 0.34 2.31 -0.50
C 1.05051 1.51668 -0.01120 -3.10 -1.53 -0.62
C -0.17982 -3.95062 0.44066 0.00 -2.08 -1.32
C 0.45192 -3.02905 -0.57321 1.97 0.53 -0.62
C 1.18947 -1.83785 0.11135 -0.31 1.39 0.65
N -1.36060 2.27096 -0.16835 2.19 0.44 -1.11
N 2.16259 2.29628 0.22353 1.46 -0.10 -0.30
N -2.34275 2.51946 -1.12537 -2.28 -0.69 1.54
N 0.28106 -0.66194 0.09862 -0.82 -1.84 1.18
O 0.30960 2.53289 -1.85914 -1.68 1.56 -0.99
O -0.10834 0.15734 -2.44545 -1.47 -0.65 -0.66
P 1.11684 1.00315 -1.96424 1.71 0.25 0.77
H -0.05509 1.93182 2.44245 0.03 -1.20 -0.41
H -0.69012 0.20483 2.56658 -0.61 0.76 0.10
H -2.32971 0.77989 0.66997 0.10 -0.52 0.37
H -2.22498 2.17036 1.67030 -0.84 0.89 0.91
H 1.53914 0.16832 1.65418 -0.44 -0.03 -0.53
H -0.81596 -4.71524 -0.12545 0.50 1.18 0.93
H 0.54573 -4.59466 0.98569 -0.43 0.90 0.02
H -0.78305 -3.30641 1.04719 -0.59 -0.26 0.93
H -0.41394 -2.66810 -1.22815 1.69 -0.29 0.30
H 1.34864 -3.50036 -1.08569 -1.75 -0.01 -0.22
H 1.41083 -2.05493 1.20775 0.26 -0.16 -1.37
H 2.06433 -1.38739 -0.40213 0.21 -1.32 0.21
H 2.97541 1.65691 0.04083 -0.47 1.37 0.25
H 2.03280 2.94819 -0.54181 1.60 0.88 0.13
H -1.86260 3.16198 -1.67636 -0.03 1.53 -1.94
H -3.21935 2.94045 -0.72360 1.43 -0.41 -0.28
H -0.55222 -1.15798 0.35944 -1.13 0.74 0.46
H 0.01166 -0.69848 -2.89515 0.22 0.56 0.24
```
Forces are in eV/Å.


Q: Which of these has the highest total charge?
A: C8H18I2NOP2STc


Q: What is the total charge in the fifth record?
A: +1